The following is a DFT calculation (ωB97M-V/def2-TZVPD) of a structure of composition CH6NOSi at a distorted geometry.

E_LUMO ... 4.443 eV
Energy above the lowest of the compared OMol25 structures with the same formula, charge and spin ... 344.6 kJ/mol
Net charge ... -1
Frontier orbital gap ... 7.41 eV

Each line ends with the natural charge from an NBO analysis.
CARTESIAN COORDINATES (ANGSTROEM)
C (0.69633, 0.53485, -0.91369)  -1.151
N (-0.00275, -1.24808, 1.38444)  -0.717
O (-1.29749, -1.26203, 0.75995)  -0.783
Si (-0.49977, 0.21532, 0.54697)  1.431
H (0.63009, -0.19805, -1.77804)  0.228
H (0.40794, 1.44333, -1.44940)  0.221
H (1.75086, 0.28599, -0.69535)  0.206
H (0.84620, -1.73371, 0.50948)  0.193
H (-0.85967, 1.22407, 1.91743)  -0.283
H (-1.67174, 0.73831, -0.28178)  -0.347

Atoms 1-3, force components in eV/Å:
0.7 -1.6 -0.9
4.9 -2.1 -1.5
-0.9 -0.6 -0.7

The following is a DFT calculation (ωB97M-V/def2-TZVPD) of a structure of composition C8H14OPV at a distorted geometry.

E_LUMO (spin up / spin down) ... 0.425 / 0.375 eV
Net charge ... 0
Spin multiplicity ... 3
Frontier orbital gap (spin up / spin down) ... 6.56 / 7.20 eV

Each line ends with the natural charge from an NBO analysis.
CARTESIAN COORDINATES (ANGSTROEM)
C (-1.79040, -1.47808, -1.74404)  -0.492
C (-2.17932, -2.64888, -1.08188)  -0.289
C (-2.19286, -2.76485, 0.30818)  -0.288
C (-2.03837, -1.60692, 1.11184)  -0.371
C (-2.14178, -0.31565, 0.53257)  -0.409
V (-0.67572, -0.85723, -0.40626)  0.576
P (-0.60306, 1.17013, -1.73389)  0.150
H (-1.76795, -1.48739, -2.84481)  0.186
H (-2.50154, -3.51799, -1.67032)  0.201
H (-2.40803, -3.72156, 0.78116)  0.221
H (-2.54719, 0.61589, 0.90961)  0.191
H (-1.97139, -1.74993, 2.19709)  0.207
H (-1.08753, 2.44724, -1.30279)  0.012
H (-1.66849, 0.88390, -2.64280)  0.041
H (0.45439, 1.36159, -2.68537)  0.006
C (1.59307, 2.16620, 0.62253)  -0.726
C (2.19568, 0.83521, 0.92834)  0.618
C (3.56382, 0.85125, 1.47990)  -0.721
O (1.64315, -0.26449, 0.75383)  -0.573
H (2.32899, 2.96235, 0.81642)  0.222
H (0.72951, 2.37357, 1.26084)  0.263
H (1.32535, 2.27569, -0.44559)  0.245
H (3.57138, 0.32829, 2.44607)  0.257
H (4.23695, 0.26936, 0.82127)  0.256
H (3.93134, 1.87230, 1.58810)  0.217

Atoms 1-3, force components in eV/Å:
-0.2 -1.9 -1.3
-0.2 -0.4 -1.7
0.7 0.7 0.5

> The lowest net charge belongs to which entry?

CH6NOSi